{
  "formula": "C19H40F7N10O10S3",
  "method": "ωB97M-V/def2-TZVPD",
  "symbols": ["C", "C", "C", "O", "C", "O", "C", "S", "S", "C", "C", "C", "C", "O", "C", "F", "F", "C", "F", "F", "C", "F", "F", "F", "O", "C", "O", "C", "S", "H", "H", "H", "H", "H", "H", "H", "H", "H", "H", "H", "H", "H", "H", "H", "H", "H", "H", "H", "H", "C", "O", "N", "N", "H", "H", "H", "H", "C", "O", "N", "N", "H", "H", "H", "H", "C", "O", "N", "N", "H", "H", "H", "H", "C", "O", "N", "N", "H", "H", "H", "H", "C", "O", "N", "N", "H", "H", "H", "H"],
  "positions_angstrom": [[-2.766, -3.868, 0.741], [-2.293, -2.487, 1.235], [-0.861, -2.152, 0.793], [-0.876, -0.998, -0.112], [-0.427, -1.291, -1.356], [-0.968, -2.092, -2.066], [0.796, -0.544, -1.866], [2.251, -1.618, -1.859], [3.400, -1.066, -0.204], [2.760, 0.454, 0.545], [3.030, 0.611, 2.061], [3.472, 2.049, 2.367], [2.393, 3.094, 2.087], [2.518, 3.552, 0.729], [3.103, -2.477, 1.027], [2.750, -3.527, 0.297], [2.122, -2.187, 1.881], [4.453, -2.786, 1.768], [5.193, -1.663, 1.822], [5.116, -3.691, 1.046], [4.253, -3.325, 3.220], [4.063, -2.301, 4.042], [5.356, -3.972, 3.581], [3.224, -4.156, 3.276], [-2.478, -2.298, 2.644], [-1.634, -2.989, 3.456], [-1.466, -4.173, 3.380], [-0.884, -2.155, 4.484], [-1.222, -0.379, 4.541], [-3.274, -3.760, -0.216], [-1.929, -4.556, 0.634], [-3.461, -4.276, 1.468], [-2.928, -1.736, 0.770], [-0.439, -2.993, 0.244], [-0.212, -1.880, 1.624], [0.623, -0.310, -2.923], [0.986, 0.395, -1.353], [1.701, 0.570, 0.325], [3.305, 1.234, 0.008], [3.757, -0.097, 2.449], [2.093, 0.419, 2.585], [3.728, 2.084, 3.426], [4.333, 2.299, 1.745], [2.522, 3.944, 2.756], [1.388, 2.692, 2.232], [1.665, 3.485, 0.293], [0.175, -2.385, 4.370], [-1.173, -2.521, 5.470], [-1.042, -0.102, 3.243], [-2.749, 2.955, 5.297], [-1.986, 2.449, 4.488], [-3.832, 2.282, 5.782], [-2.575, 4.220, 5.776], [-4.474, 2.669, 6.447], [-3.979, 1.348, 5.445], [-1.785, 4.736, 5.436], [-3.189, 4.650, 6.441], [-0.882, 0.906, -5.043], [0.089, 1.149, -4.331], [-1.975, 0.213, -4.604], [-0.938, 1.324, -6.335], [-2.761, 0.000, -5.191], [-1.977, -0.132, -3.663], [-0.157, 1.850, -6.683], [-1.702, 1.130, -6.958], [-4.521, 3.765, -6.138], [-4.214, 3.734, -7.321], [-5.425, 4.641, -5.617], [-3.958, 2.895, -5.247], [-5.673, 4.665, -4.647], [-5.863, 5.289, -6.243], [-3.283, 2.257, -5.615], [-4.167, 2.873, -4.267], [-4.268, 6.933, -9.901], [-3.985, 7.803, -10.702], [-3.610, 5.740, -9.826], [-5.290, 7.076, -8.996], [-3.834, 5.022, -9.157], [-2.868, 5.591, -10.482], [-5.809, 7.934, -9.017], [-5.541, 6.356, -8.349], [6.595, -6.925, 6.095], [7.112, -6.034, 6.741], [6.506, -8.211, 6.547], [6.056, -6.698, 4.853], [6.086, -8.956, 6.026], [6.893, -8.404, 7.452], [6.116, -5.761, 4.507], [5.621, -7.406, 4.294]],
  "de_lowest_kj_mol": 0.0,
  "spin_multiplicity": 1,
  "fmax_ev_per_a": 1.2,
  "charge": 1,
  "homo_lumo_gap_ev": 6.631
}

=====

{
  "formula": "C6H10O4",
  "method": "ωB97M-V/def2-TZVPD",
  "symbols": ["C", "C", "O", "O", "C", "C", "C", "C", "O", "O", "H", "H", "H", "H", "H", "H", "H", "H", "H", "H"],
  "positions_angstrom": [[-1.240, -0.900, 1.964], [-0.098, -0.234, 1.218], [1.050, -0.123, 2.091], [2.230, 0.428, 1.423], [-0.462, 1.122, 0.750], [-0.041, 1.330, -0.531], [0.407, 0.049, -1.090], [-0.448, -0.342, -2.279], [1.769, 0.144, -1.415], [0.232, -0.910, -0.005], [-2.074, -0.946, 1.276], [-1.490, -0.271, 2.796], [-0.926, -1.903, 2.333], [2.050, 0.477, 0.444], [-0.900, 1.879, 1.386], [-0.166, 2.252, -1.108], [-0.289, -1.409, -2.504], [-0.207, 0.285, -3.174], [-1.478, -0.176, -2.016], [2.078, -0.753, -1.560]],
  "de_lowest_kj_mol": 347.8,
  "spin_multiplicity": 1,
  "smiles": "C[C@]1(OO)C=C[C@@](C)(O)O1",
  "fmax_ev_per_a": 3.2,
  "homo_lumo_gap_ev": 10.295
}

=====

{
  "formula": "C3H11N2S",
  "method": "ωB97M-V/def2-TZVPD",
  "symbols": ["C", "S", "C", "H", "H", "H", "H", "H", "H", "N", "C", "N", "H", "H", "H", "H", "H"],
  "positions_angstrom": [[1.291, 1.883, -0.611], [1.170, 0.099, -0.527], [0.964, -0.380, -2.264], [2.293, 2.265, -0.497], [0.820, 2.210, -1.527], [0.661, 2.307, 0.172], [1.891, -0.801, -2.627], [0.721, 0.485, -2.861], [0.246, -1.184, -2.308], [-1.713, -1.566, 0.740], [-1.935, -0.684, 1.669], [-1.162, 0.335, 1.928], [-0.905, -1.511, 0.131], [-2.360, -2.317, 0.547], [-2.834, -0.803, 2.252], [-0.347, 0.521, 1.353], [-1.479, 0.976, 2.638]],
  "de_lowest_kj_mol": 23.4,
  "spin_multiplicity": 1,
  "fmax_ev_per_a": 0.9,
  "charge": 1,
  "homo_lumo_gap_ev": 9.121
}

=====

{
  "formula": "C20H37AlBBeBr2Cl2F4NO14S2Si",
  "method": "ωB97M-V/def2-TZVPD",
  "symbols": ["C", "C", "O", "S", "O", "O", "C", "C", "O", "Si", "C", "C", "C", "H", "H", "H", "H", "H", "H", "H", "H", "H", "H", "H", "H", "H", "H", "H", "H", "H", "H", "Be", "Br", "C", "C", "Br", "H", "H", "H", "H", "C", "C", "C", "C", "C", "C", "N", "O", "O", "H", "H", "H", "H", "H", "Cl", "B", "F", "F", "F", "F", "Al", "C", "O", "O", "O", "H", "Cl", "C", "C", "O", "H", "H", "H", "H", "H", "C", "C", "O", "S", "O", "O", "O", "H", "H", "H", "H"],
  "positions_angstrom": [[-2.134, 2.986, 0.584], [-1.888, 1.457, 0.472], [-1.272, 1.078, -0.784], [0.187, 1.786, -0.883], [-0.043, 2.894, -1.784], [0.967, 0.617, -1.692], [1.606, 1.125, -2.896], [0.709, 0.936, -4.126], [0.979, 1.895, -5.150], [-0.021, 3.223, -5.118], [0.121, 4.004, -6.813], [0.500, 4.553, -3.883], [-1.815, 2.808, -4.854], [-3.190, 3.215, 0.747], [-1.609, 3.327, 1.497], [-1.801, 3.552, -0.288], [-1.315, 1.073, 1.309], [-2.893, 0.971, 0.574], [2.485, 0.509, -3.037], [1.954, 2.139, -2.774], [0.929, -0.051, -4.518], [-0.335, 0.903, -3.817], [1.055, 4.542, -6.937], [-0.709, 4.695, -6.938], [0.035, 3.213, -7.550], [0.911, 5.474, -4.272], [1.198, 4.110, -3.188], [-0.375, 4.804, -3.295], [-2.492, 3.514, -5.319], [-2.044, 2.658, -3.804], [-1.996, 1.837, -5.317], [-2.061, 5.521, 0.939], [-3.764, -3.533, -1.028], [-4.990, -2.230, -1.791], [-4.242, -1.166, -2.554], [-3.344, 0.054, -1.322], [-5.558, -1.826, -0.960], [-5.655, -2.787, -2.447], [-4.933, -0.566, -3.144], [-3.471, -1.566, -3.203], [-0.443, -4.997, -3.717], [-1.339, -5.521, -2.797], [-1.305, -6.869, -2.486], [-0.365, -7.672, -3.102], [0.529, -7.170, -4.037], [0.485, -5.823, -4.342], [-0.275, -9.093, -2.785], [-1.041, -9.621, -1.950], [0.552, -9.756, -3.354], [-0.469, -3.941, -3.951], [-2.065, -4.884, -2.309], [-2.003, -7.270, -1.771], [1.251, -7.813, -4.514], [1.179, -5.415, -5.063], [-1.510, -8.760, 0.106], [-1.906, -0.934, 3.832], [-2.995, -1.205, 2.985], [-2.314, -1.018, 5.160], [-0.893, -1.880, 3.579], [-1.422, 0.374, 3.583], [1.740, 7.178, -4.010], [1.356, -2.411, 6.273], [0.952, -1.252, 5.999], [0.606, -3.367, 5.694], [2.325, -2.683, 6.988], [0.011, -2.718, 5.234], [-0.708, 6.556, -0.372], [1.172, 8.802, 0.375], [1.164, 9.264, -1.100], [0.443, 8.399, -1.875], [1.635, 7.819, 0.469], [1.744, 9.507, 0.984], [0.159, 8.756, 0.773], [2.230, 9.393, -1.378], [0.781, 10.302, -1.080], [3.533, -3.321, 10.568], [4.241, -3.106, 9.252], [5.566, -2.676, 9.639], [5.985, -3.378, 11.000], [6.790, -4.513, 10.722], [6.421, -2.378, 11.906], [4.537, -3.889, 11.429], [3.202, -2.377, 11.004], [2.687, -3.994, 10.480], [3.761, -2.359, 8.635], [4.333, -4.035, 8.690]],
  "spin_multiplicity": 1,
  "fmax_ev_per_a": 3.7,
  "homo_lumo_gap_ev": 1.426
}

=====

{
  "formula": "C18H28N2O5S",
  "method": "ωB97M-V/def2-TZVPD",
  "symbols": ["O", "S", "O", "C", "C", "C", "C", "O", "C", "C", "O", "C", "N", "C", "C", "C", "C", "C", "C", "C", "N", "C", "C", "O", "C", "C", "H", "H", "H", "H", "H", "H", "H", "H", "H", "H", "H", "H", "H", "H", "H", "H", "H", "H", "H", "H", "H", "H", "H", "H", "H", "H", "H", "H"],
  "positions_angstrom": [[1.673, 2.291, -2.735], [2.745, 1.385, -2.415], [3.578, 0.928, -3.489], [2.067, -0.008, -1.536], [0.709, -0.097, -1.313], [0.187, -1.175, -0.620], [1.038, -2.172, -0.140], [0.659, -3.288, 0.521], [-0.672, -3.430, 0.967], [-0.927, -2.701, 2.310], [-0.341, -1.428, 2.337], [-2.448, -2.605, 2.550], [-3.016, -1.674, 1.582], [-4.080, -2.228, 0.762], [-4.369, -1.289, -0.408], [-4.779, 0.085, 0.112], [-3.701, 0.607, 1.057], [-3.444, -0.410, 2.166], [2.415, -2.067, -0.385], [2.925, -0.993, -1.078], [3.767, 2.002, -1.228], [3.082, 2.755, -0.198], [2.857, 4.209, -0.631], [4.070, 4.813, -1.025], [4.660, 4.113, -2.100], [4.965, 2.667, -1.705], [0.070, 0.685, -1.693], [-0.879, -1.223, -0.463], [-1.381, -3.078, 0.213], [-0.814, -4.503, 1.112], [-0.444, -3.260, 3.117], [-0.864, -0.863, 1.753], [-2.891, -3.599, 2.448], [-2.622, -2.261, 3.575], [-3.763, -3.203, 0.383], [-5.004, -2.374, 1.349], [-5.159, -1.715, -1.027], [-3.471, -1.192, -1.021], [-4.923, 0.776, -0.719], [-5.726, 0.002, 0.651], [-4.007, 1.556, 1.498], [-2.777, 0.773, 0.499], [-2.662, -0.044, 2.834], [-4.367, -0.541, 2.760], [3.055, -2.851, -0.013], [3.980, -0.898, -1.275], [2.129, 2.263, -0.003], [3.699, 2.724, 0.706], [2.475, 4.806, 0.198], [2.141, 4.223, -1.464], [5.574, 4.654, -2.350], [3.980, 4.111, -2.965], [5.326, 2.100, -2.563], [5.706, 2.642, -0.900]],
  "de_lowest_kj_mol": 133.9,
  "spin_multiplicity": 1,
  "smiles": "O=S(=O)(c1ccc(OC[C@@H](O)CN2CCCCC2)cc1)N1CCOCC1",
  "fmax_ev_per_a": 1.1,
  "homo_lumo_gap_ev": 9.289
}

=====

{
  "formula": "C15H17FN2O",
  "method": "ωB97M-V/def2-TZVPD",
  "symbols": ["C", "C", "N", "C", "C", "C", "C", "C", "O", "N", "C", "C", "C", "C", "C", "C", "F", "C", "C", "H", "H", "H", "H", "H", "H", "H", "H", "H", "H", "H", "H", "H", "H", "H", "H", "H"],
  "positions_angstrom": [[3.326, 3.051, -1.480], [2.803, 2.667, -0.108], [2.155, 1.341, -0.184], [2.860, 0.199, -0.561], [1.984, -0.807, -0.786], [0.582, -0.372, -0.516], [0.688, 1.096, -0.005], [0.151, 1.280, 1.398], [0.016, 2.414, 1.866], [-0.293, 0.225, 2.166], [0.025, -1.141, 1.841], [-0.199, -1.428, 0.318], [-1.680, -1.514, -0.042], [-2.534, -0.421, -0.080], [-3.902, -0.581, -0.313], [-4.468, -1.829, -0.459], [-5.799, -1.986, -0.604], [-3.635, -2.934, -0.419], [-2.255, -2.779, -0.178], [2.499, 2.988, -2.205], [3.662, 4.064, -1.501], [4.094, 2.348, -1.804], [3.556, 2.689, 0.675], [2.002, 3.398, 0.130], [3.957, 0.071, -0.749], [2.304, -1.801, -1.102], [0.097, -0.352, -1.505], [0.156, 1.800, -0.682], [-0.431, 0.487, 3.129], [-0.585, -1.834, 2.457], [1.072, -1.302, 2.107], [0.243, -2.438, 0.155], [-2.219, 0.628, 0.006], [-4.525, 0.307, -0.386], [-4.096, -3.913, -0.534], [-1.611, -3.622, -0.044]],
  "de_lowest_kj_mol": 0.0,
  "spin_multiplicity": 1,
  "smiles": "CCN1C=C[C@@H]2[C@H]1C(=O)NC[C@H]2c1ccc(F)cc1",
  "fmax_ev_per_a": 2.4,
  "homo_lumo_gap_ev": 8.122
}

=====

{
  "formula": "C5H6O",
  "method": "ωB97M-V/def2-TZVPD",
  "symbols": ["C", "C", "C", "C", "C", "O", "H", "H", "H", "H", "H", "H"],
  "positions_angstrom": [[2.801, 0.087, 0.101], [1.654, 0.164, -0.258], [0.225, 0.202, -0.579], [-0.601, 0.067, 0.704], [-2.041, -0.295, 0.459], [-2.529, -0.454, -0.634], [3.817, 0.012, 0.419], [-0.032, -0.612, -1.266], [-0.032, 1.131, -1.101], [-0.169, -0.705, 1.354], [-0.569, 0.993, 1.294], [-2.651, -0.430, 1.379]],
  "de_lowest_kj_mol": 173.4,
  "spin_multiplicity": 1,
  "smiles": "C#CCCC=O",
  "fmax_ev_per_a": 0.5,
  "homo_lumo_gap_ev": 10.805
}

=====

{
  "formula": "C32H73F5N7O6",
  "method": "ωB97M-V/def2-TZVPD",
  "symbols": ["N", "C", "F", "F", "C", "C", "C", "C", "C", "C", "F", "F", "F", "C", "H", "H", "H", "H", "H", "H", "H", "C", "C", "C", "O", "C", "N", "H", "H", "H", "H", "H", "H", "H", "H", "H", "H", "H", "C", "C", "C", "O", "C", "N", "H", "H", "H", "H", "H", "H", "H", "H", "H", "H", "H", "C", "C", "C", "O", "C", "N", "H", "H", "H", "H", "H", "H", "H", "H", "H", "H", "H", "C", "C", "C", "O", "C", "N", "H", "H", "H", "H", "H", "H", "H", "H", "H", "H", "H", "C", "C", "C", "O", "C", "N", "H", "H", "H", "H", "H", "H", "H", "H", "H", "H", "H", "C", "C", "C", "O", "C", "N", "H", "H", "H", "H", "H", "H", "H", "H", "H", "H", "H"],
  "positions_angstrom": [[-4.665, -5.323, 2.872], [-3.727, -4.328, 2.250], [-3.355, -4.905, 1.095], [-4.479, -3.286, 1.941], [-2.520, -4.027, 3.068], [-2.434, -4.390, 4.401], [-1.306, -4.121, 5.147], [-0.247, -3.469, 4.555], [-0.320, -3.108, 3.220], [0.864, -2.413, 2.600], [0.551, -1.156, 2.257], [1.269, -3.025, 1.489], [1.870, -2.362, 3.458], [-1.463, -3.373, 2.488], [-4.209, -5.917, 3.569], [-5.001, -5.936, 2.120], [-5.490, -4.884, 3.292], [-3.256, -4.879, 4.906], [-1.260, -4.424, 6.178], [0.623, -3.265, 5.154], [-1.519, -3.059, 1.456], [-4.250, 1.301, -1.343], [-3.957, -0.082, -0.774], [-3.943, -1.189, -1.836], [-5.219, -1.623, -2.261], [-5.815, -0.838, -3.282], [-4.909, -0.362, 0.303], [-5.301, 1.420, -1.608], [-4.017, 2.071, -0.608], [-3.652, 1.499, -2.233], [-2.952, -0.048, -0.338], [-3.472, -2.075, -1.394], [-3.330, -0.901, -2.697], [-5.068, -0.461, -3.985], [-6.380, -0.001, -2.864], [-6.511, -1.478, -3.823], [-4.667, -1.242, 0.749], [-5.810, -0.538, -0.135], [1.275, -1.900, -2.778], [1.904, -1.042, -3.872], [0.980, 0.074, -4.369], [-0.047, -0.359, -5.239], [-1.172, -0.895, -4.581], [2.367, -1.916, -4.953], [0.522, -2.581, -3.177], [2.036, -2.510, -2.296], [0.806, -1.278, -2.011], [2.782, -0.554, -3.442], [1.575, 0.785, -4.948], [0.550, 0.630, -3.524], [-1.358, -0.382, -3.631], [-1.058, -1.968, -4.403], [-2.038, -0.754, -5.229], [2.871, -1.362, -5.639], [1.548, -2.247, -5.457], [5.861, -3.134, -0.764], [7.124, -3.167, 0.083], [6.893, -3.694, 1.504], [6.306, -2.768, 2.401], [4.895, -2.658, 2.371], [7.737, -1.837, 0.069], [5.198, -2.316, -0.480], [6.119, -2.994, -1.812], [5.309, -4.072, -0.677], [7.819, -3.861, -0.400], [7.867, -3.929, 1.940], [6.316, -4.628, 1.489], [4.414, -3.618, 2.158], [4.566, -1.911, 1.644], [4.581, -2.324, 3.360], [8.631, -1.879, 0.555], [7.166, -1.232, 0.654], [-7.106, 6.426, -4.608], [-7.366, 5.351, -3.559], [-6.224, 5.189, -2.544], [-5.101, 4.477, -3.029], [-4.164, 5.252, -3.757], [-7.688, 4.092, -4.237], [-6.378, 6.104, -5.352], [-8.027, 6.661, -5.140], [-6.740, 7.346, -4.148], [-8.249, 5.657, -2.991], [-6.601, 4.597, -1.705], [-5.913, 6.159, -2.136], [-4.079, 6.264, -3.352], [-4.424, 5.301, -4.817], [-3.195, 4.760, -3.673], [-7.957, 3.398, -3.544], [-6.826, 3.727, -4.633], [-3.692, -0.039, 5.334], [-2.411, 0.241, 4.556], [-1.982, 1.715, 4.577], [-2.717, 2.546, 3.706], [-3.943, 3.040, 4.218], [-2.564, -0.263, 3.187], [-4.576, 0.316, 4.804], [-3.814, -1.114, 5.483], [-3.669, 0.434, 6.317], [-1.608, -0.330, 5.036], [-0.948, 1.770, 4.225], [-1.994, 2.117, 5.598], [-3.874, 3.250, 5.289], [-4.764, 2.343, 4.030], [-4.165, 3.968, 3.695], [-1.679, -0.145, 2.701], [-3.193, 0.369, 2.693], [7.669, 3.139, 0.320], [8.405, 1.824, 0.557], [9.845, 2.010, 1.061], [10.776, 2.376, 0.063], [10.847, 3.760, -0.223], [8.339, 1.013, -0.662], [8.010, 3.639, -0.586], [6.601, 2.955, 0.202], [7.801, 3.824, 1.160], [7.865, 1.287, 1.345], [10.195, 1.046, 1.443], [9.885, 2.718, 1.899], [10.699, 4.364, 0.677], [10.116, 4.049, -0.983], [11.841, 3.963, -0.619], [8.747, 0.099, -0.476], [8.974, 1.435, -1.336]],
  "spin_multiplicity": 1,
  "fmax_ev_per_a": 1.1,
  "charge": 1,
  "homo_lumo_gap_ev": 6.280
}